69
Properties=species:S:1:pos:R:3:forces:R:3 method="wB97M-V/def2-TZVPD" homo_energy_ev=-16.7 e_lumo_ev=-15.351 de_lowest_kcal_mol=114.0 gap_ev=1.4 charge=+3 largest_force_ha_per_bohr=0.10525
In -2.2325 -1.3083 0.2082 0.092 0.106 -0.024
C -3.6621 4.9334 -1.7856 -2.289 -0.607 0.008
O -2.9007 5.5844 -0.8049 1.822 -0.036 1.409
P -1.7651 4.7144 -0.0811 0.262 0.065 0.149
O -2.0108 3.2335 -0.1258 1.015 2.122 0.113
O -1.6688 5.3946 1.3973 -0.205 -0.338 -2.024
C -0.8580 4.8670 2.4284 1.088 -1.160 1.023
O -0.4064 5.2483 -0.8887 -2.317 -1.652 0.834
C -0.0315 6.6073 -0.8247 0.298 0.772 0.573
H -4.6505 5.3890 -1.7257 0.031 0.557 -0.358
H -3.9191 3.9277 -1.4531 0.690 -0.290 -0.488
H -3.2892 5.0321 -2.8051 0.311 -0.062 0.187
H -0.0672 5.5132 2.8095 -0.363 0.972 -0.455
H -0.2773 3.9879 2.1492 -0.410 -0.289 -0.464
H -1.4400 4.6000 3.3106 -0.439 0.125 -0.267
H 0.0302 7.0837 -1.8032 0.289 -0.507 -0.227
H 0.9385 6.5188 -0.3355 0.416 0.674 -0.193
H -0.6705 7.2532 -0.2226 -0.214 -0.376 0.214
C -5.4282 1.9910 -6.1980 -0.056 -0.273 -0.376
O -4.6490 1.5333 -5.0493 0.789 -0.945 0.091
P -3.6904 0.2674 -5.1909 -1.779 -0.053 -1.543
O -2.7525 0.0444 -4.0689 -0.470 0.081 -0.228
O -3.0166 0.4265 -6.6413 0.171 -0.760 1.143
C -2.0380 1.4302 -6.8959 -0.173 0.931 -0.269
O -4.7381 -0.9481 -5.5136 1.508 1.038 0.916
C -4.1788 -2.2178 -5.8438 -0.170 -1.256 -0.546
H -4.8443 2.7367 -6.7375 -0.150 0.176 0.249
H -6.3840 2.3720 -5.8383 0.336 0.093 0.122
H -5.6264 1.1774 -6.8958 0.000 -0.114 0.186
H -2.2251 1.7776 -7.9120 0.095 -0.012 0.010
H -1.0087 1.0768 -6.8359 -0.136 -0.450 0.085
H -2.1649 2.2604 -6.2011 0.066 0.069 -0.007
H -4.7922 -3.0504 -5.4993 -0.479 0.465 0.451
H -3.1776 -2.4326 -5.4700 0.127 0.647 -0.016
H -4.2154 -2.3556 -6.9244 0.307 0.330 -0.249
C -0.0175 -6.3571 4.0592 -0.621 -0.912 -1.152
O 1.2373 -6.4950 3.3088 -0.450 1.831 -0.061
P 1.8551 -5.0670 2.7550 0.847 -1.766 0.061
O 0.8098 -4.1761 2.1306 2.194 -1.117 1.198
O 2.6270 -4.6140 4.0831 -1.200 1.111 -1.368
C 3.5717 -5.4186 4.7745 0.611 -0.721 0.668
O 3.1244 -5.6073 1.8206 -2.125 2.771 4.135
C 2.7689 -6.2816 0.6998 -0.238 -0.837 -2.999
H -0.5466 -5.4242 3.8644 0.563 0.260 0.331
H 0.0104 -6.6814 5.0995 0.755 0.370 0.025
H -0.6668 -7.0964 3.5902 -0.080 -0.289 -0.107
H 4.5267 -4.8986 4.8501 0.013 0.088 -0.441
H 3.6887 -6.3998 4.3144 0.106 0.184 -0.076
H 3.2561 -5.5495 5.8096 -0.386 0.054 -0.093
H 3.4707 -5.9457 -0.0636 0.304 -0.724 -0.134
H 1.8111 -5.9821 0.2744 -0.393 -0.147 0.356
H 2.7913 -7.3537 0.8951 0.071 -0.131 -0.338
C 1.9339 -0.4745 5.2457 -0.338 -0.837 0.692
O 2.8934 0.2545 4.4463 -0.734 -0.003 -0.549
P 2.8176 0.3304 2.8563 0.197 -0.395 0.705
O 1.4644 0.1315 2.2554 1.674 0.114 0.332
O 3.5922 1.6900 2.5950 -0.668 0.363 0.145
C 3.8936 2.1083 1.2613 0.116 -0.144 -1.192
O 3.9308 -0.7276 2.3871 -2.531 -0.481 -1.256
C 5.2226 -0.8187 2.8458 1.904 1.263 1.557
H 1.1020 0.1232 5.6180 0.263 0.610 -0.325
H 2.4170 -0.8926 6.1288 0.505 0.448 -0.134
H 1.4715 -1.3439 4.7784 0.248 0.162 -0.774
H 3.1496 2.7432 0.7802 -0.616 -0.036 0.593
H 3.9772 1.2294 0.6221 0.273 0.034 -0.058
H 4.7937 2.7200 1.2006 0.210 -0.381 0.662
H 6.0001 -0.7014 2.0910 -0.396 -0.487 -0.736
H 5.4004 -1.7344 3.4097 -0.167 -0.161 -0.175
H 5.4330 0.0415 3.4813 0.028 -0.138 0.476